Record 1
Entry from OMol25: a 11-piece molecular cluster, C32H68N8O16 overall in a non-equilibrium geometry (ωB97M-V/def2-TZVPD).

```
124
C32H68N8O16 ωB97M-V/def2-TZVPD
O 1.1422 2.1706 -0.0104
C 1.2490 0.7883 -0.2716
C -0.0588 -0.1359 -0.5059
O -1.0983 0.2348 -1.3862
H 1.9028 0.3331 0.4724
H 1.8224 0.7290 -1.1967
H -0.4565 -0.5078 0.4383
H 0.3607 -1.0933 -0.8150
C -2.5432 -2.9625 0.2962
C -3.3870 -2.7450 1.5859
O -3.3818 -4.0384 2.1286
C -2.1744 -4.6156 1.7729
O -1.5942 -5.5551 2.2673
O -1.7922 -4.0724 0.6458
H -1.9105 -2.0959 0.1045
H -3.2190 -3.0041 -0.5580
H -4.3695 -2.2892 1.4632
H -2.8496 -2.1303 2.3080
C 0.1614 -3.0409 -2.5781
C -0.3959 -2.1700 -3.6846
O -1.1959 -3.0323 -4.4239
C -0.9627 -4.3349 -4.0848
O -1.4506 -5.2738 -4.6884
O -0.0517 -4.3924 -3.0130
H -0.4431 -2.9102 -1.6805
H 1.1909 -2.7930 -2.3197
H 0.4019 -1.7263 -4.2803
H -1.0188 -1.3556 -3.3148
C -2.8195 4.1675 2.8673
C -1.7003 3.7096 1.9268
O -1.8521 3.6931 0.6880
N -0.5049 3.4337 2.3818
C -0.0690 3.3865 3.7318
H -2.6002 4.8783 3.6640
H -3.2302 3.3417 3.4481
H -3.7602 4.4262 2.3812
H 0.1487 3.0182 1.7336
H 0.6119 4.2201 3.9038
H 0.4204 2.4179 3.8341
H -0.8677 3.2755 4.4651
C -2.6727 -1.9562 6.0391
C -2.0814 -1.1743 4.8528
O -2.6646 -0.1425 4.4728
N -0.9940 -1.7134 4.2444
C -0.2864 -0.9996 3.1543
H -2.2512 -1.8311 7.0365
H -2.5037 -3.0219 5.8849
H -3.7517 -1.8663 6.1644
H -0.6290 -2.6105 4.5311
H -0.6732 -0.0407 2.8091
H -0.1869 -1.6354 2.2745
H 0.7028 -0.7582 3.5432
C -5.9200 0.3147 4.0346
C -5.5204 0.6364 2.6213
O -6.4047 0.9351 1.8799
N -4.2546 0.5333 2.2972
C -3.7623 0.8108 0.9270
H -5.2259 -0.1362 4.7439
H -6.7060 -0.4294 3.9049
H -6.3048 1.2503 4.4402
H -3.5479 0.3427 2.9932
H -3.8257 1.8323 0.5522
H -4.2083 0.2664 0.0946
H -2.6925 0.6069 0.9730
C 3.6843 4.9048 0.4610
C 4.1367 4.0579 1.6496
O 5.1890 4.3330 2.2011
N 3.4154 2.9686 1.9631
C 3.8082 1.8242 2.7982
H 4.4114 5.1929 -0.2983
H 3.3932 5.8831 0.8435
H 2.8051 4.4515 0.0032
H 2.6173 2.9681 1.3441
H 3.0715 1.6494 3.5823
H 4.6742 2.0183 3.4310
H 3.9607 0.8825 2.2710
C 2.0805 -3.5786 1.1306
C 3.1302 -2.8904 0.2288
O 3.3082 -3.2555 -0.9524
N 3.7885 -1.8619 0.7105
C 4.8292 -1.0608 0.0774
H 1.0484 -3.4200 0.8182
H 1.9993 -3.1758 2.1402
H 2.1437 -4.6597 1.2540
H 3.4493 -1.6033 1.6261
H 5.5034 -0.6667 0.8378
H 4.4102 -0.1464 -0.3429
H 5.3596 -1.6365 -0.6811
C 3.4457 -0.8265 -3.2765
C 3.3363 -1.9848 -4.1907
O 2.9879 -1.7808 -5.3191
N 3.4601 -3.1856 -3.6752
C 3.2186 -4.4005 -4.4629
H 4.4734 -0.5848 -3.0053
H 2.8714 -1.0555 -2.3788
H 3.0661 0.0627 -3.7798
H 3.6166 -3.2609 -2.6803
H 3.5918 -4.3492 -5.4858
H 2.1484 -4.5992 -4.5215
H 3.6176 -5.2922 -3.9795
C 3.8053 4.2029 -4.0713
C 3.0042 3.6806 -2.9341
O 1.8136 3.9260 -2.9302
N 3.5114 2.8420 -2.0269
C 4.9247 2.4771 -1.9136
H 4.2311 5.1134 -3.6497
H 3.1101 4.6375 -4.7896
H 4.5665 3.5348 -4.4741
H 2.8485 2.5122 -1.3399
H 5.2991 1.9837 -2.8106
H 5.2507 1.8560 -1.0793
H 5.4283 3.4423 -1.8604
C -5.3917 1.8132 -3.7786
C -4.3185 1.4007 -2.7965
O -3.8511 2.1722 -1.9953
N -3.8251 0.1925 -2.7876
C -4.3131 -0.8882 -3.5774
H -5.1737 1.4755 -4.7918
H -5.5950 2.8835 -3.8163
H -6.3744 1.3980 -3.5554
H -3.0762 -0.0505 -2.1549
H -3.7472 -0.9915 -4.5032
H -5.3827 -0.8639 -3.7860
H -4.0859 -1.8335 -3.0846
```

Properties
Strongest force on any atom, eV/Å: 4.33
Calculated total energy, Eh: -2902.0010
HOMO energy, eV: -0.9
Energy relative to the best compared isomer or geometry (same formula, charge and spin), eV: 0.0000
Molecular weight, Da: 820.936
Orbital gap, eV: 4.4
Charge: -2

---

Record 2
Entry from OMol25: C32H70BF14NO13S7Ta as an isolated structure in a non-equilibrium geometry (ωB97M-V/def2-TZVPD).

```
139
C32H70BF14NO13S7Ta ωB97M-V/def2-TZVPD
C -5.9673 0.5850 3.2238
C -5.1375 1.2669 2.1511
O -3.7666 1.0787 2.4506
C -2.8705 1.3404 1.3786
C -2.0024 0.1184 1.1006
O -0.6874 0.4681 0.6799
Ta -0.2844 0.8468 -1.2266
C 1.9477 0.4040 -1.1069
C 2.4390 0.3819 0.3687
C 2.6494 -1.0234 0.9164
F 1.8331 -1.2881 2.0365
C -0.2177 1.3424 -3.4183
C -1.1669 2.4587 -3.9245
C -0.6235 3.1618 -5.1327
N -0.0253 4.4002 -4.8914
O -0.6153 2.7194 -6.2610
C 0.2506 2.9626 -0.6482
C 1.1883 3.7593 -1.5847
C 2.4828 4.2325 -0.9835
F 3.3671 4.5789 -1.9652
F 3.1021 3.2642 -0.2593
C 2.3876 5.4910 -0.0850
F 2.2084 6.5536 -0.8886
F 1.3212 5.4239 0.7281
C 3.6625 5.7872 0.7972
F 3.8821 7.1218 0.7785
F 4.7511 5.1884 0.2705
C 3.6244 5.4430 2.3242
F 4.8076 5.8742 2.8254
F 2.6393 6.1757 2.8755
C 3.4325 3.9716 2.8116
F 2.3919 3.4313 2.1723
F 3.1444 4.0536 4.1257
C 4.6378 2.9915 2.7056
F 4.2766 1.8267 3.2365
F 4.9975 2.8018 1.4404
F 5.6893 3.4599 3.3886
O -0.8384 -1.0411 -1.7074
B -0.2662 -2.0665 -1.0557
O 0.6338 -2.8997 -1.7632
O -0.5605 -2.4211 0.2673
H -5.4420 0.6193 4.1785
H -6.9352 1.0734 3.3529
H -6.1488 -0.4627 2.9711
H -5.3660 2.3447 2.1139
H -5.3523 0.8568 1.1549
H -3.4314 1.6200 0.4813
H -2.2181 2.1840 1.6417
H -1.9742 -0.5024 2.0061
H -2.4587 -0.5185 0.3349
H -2.0391 1.4448 -1.3873
H 2.4200 1.2496 -1.6285
H 2.3075 -0.4888 -1.6345
H 1.7629 0.9315 1.0316
H 3.4040 0.9001 0.4224
H 2.4509 -1.8124 0.1881
H 3.6793 -1.1270 1.2549
H -0.4713 0.4096 -3.9341
H 0.8245 1.5653 -3.6971
H -2.1057 1.9898 -4.2194
H -1.4084 3.1733 -3.1309
H -0.4829 4.9415 -4.1700
H 0.0768 4.9343 -5.7447
H 0.6928 2.8698 0.3520
H -0.6742 3.5309 -0.5082
H 1.4969 3.2004 -2.4740
H 0.6895 4.6625 -1.9534
H 1.5405 -2.8406 -1.4509
H -0.0980 -1.9113 0.9459
C -5.7684 1.5961 8.2436
S -7.2125 0.8492 7.4784
O -7.1918 1.2651 6.0566
C -8.4274 1.8887 8.3048
H -4.8949 1.1122 7.8115
H -5.7560 2.6607 8.0120
H -5.7943 1.4262 9.3201
H -8.2173 2.9326 8.0727
H -8.3916 1.7108 9.3797
H -9.4041 1.6089 7.9154
C 7.9608 -0.1690 -0.7443
S 6.2742 0.2631 -0.3105
O 5.4840 -1.0002 -0.3393
C 5.8668 1.1234 -1.8237
H 8.3575 -0.7719 0.0704
H 7.9500 -0.7469 -1.6688
H 8.5319 0.7526 -0.8590
H 5.9936 0.4326 -2.6576
H 6.5109 1.9964 -1.9192
H 4.8216 1.4199 -1.7388
C -3.2930 -4.9454 -0.6021
S -3.9659 -3.6304 -1.6102
O -4.7114 -2.7238 -0.6995
C -5.2298 -4.5822 -2.4699
H -2.5316 -4.4842 0.0263
H -4.0689 -5.3989 0.0151
H -2.8343 -5.6920 -1.2524
H -5.9152 -5.0076 -1.7366
H -4.7589 -5.3660 -3.0645
H -5.7559 -3.8879 -3.1215
C -1.9891 -8.9866 3.2511
S -2.5404 -7.2813 3.1112
O -3.6393 -7.2806 2.1065
C -1.0741 -6.6723 2.2854
H -2.7994 -9.5501 3.7093
H -1.7714 -9.3707 2.2547
H -1.1000 -9.0294 3.8799
H -0.9106 -7.2331 1.3673
H -0.2163 -6.7805 2.9491
H -1.2287 -5.6176 2.0627
C -6.7452 0.8845 -4.4844
S -5.0600 0.6186 -5.0510
O -4.2498 1.7227 -4.4914
C -5.3545 1.0390 -6.7748
H -6.7427 0.7189 -3.4088
H -7.0375 1.9108 -4.7066
H -7.4116 0.1709 -4.9698
H -5.7468 2.0544 -6.8304
H -6.0501 0.3233 -7.2146
H -4.3911 0.9842 -7.2779
C 9.9874 4.4733 0.3703
S 8.3000 4.3755 -0.2348
O 8.2505 3.1907 -1.1362
C 8.3763 5.8134 -1.3032
H 10.1432 3.6160 1.0218
H 10.6735 4.4333 -0.4754
H 10.1149 5.3958 0.9367
H 9.1770 5.6765 -2.0295
H 8.5400 6.7046 -0.6974
H 7.4156 5.8829 -1.8093
C 0.3084 -8.3104 -1.9641
S -0.1210 -9.4379 -0.6369
O 0.8596 -9.2115 0.4577
C 0.3757 -10.9462 -1.4764
H 0.1092 -7.3007 -1.6098
H 1.3671 -8.4210 -2.1974
H -0.3109 -8.5254 -2.8348
H 1.4283 -10.8721 -1.7489
H -0.2481 -11.0902 -2.3584
H 0.2259 -11.7670 -0.7783
```

Properties
Strongest force on any atom, eV/Å: 1.62
Calculated total energy, Eh: -6561.4241
HOMO energy, eV: -4.6
Molecular weight, Da: 1359.107
Orbital gap, eV: 6.2
Charge: -1

---

Record 3
Entry from OMol25: C32H70F6K2NO19S2 as an isolated structure in a non-equilibrium geometry (ωB97M-V/def2-TZVPD).

```
132
C32H70F6K2NO19S2 ωB97M-V/def2-TZVPD
K 21.2919 11.0737 -2.1417
K 13.7666 19.8446 -2.1393
C 18.0771 17.8958 -3.6748
F 17.6049 18.8531 -4.4488
F 19.4111 17.7237 -3.6830
F 17.8188 18.0579 -2.3585
S 17.2816 16.1816 -4.2846
O 17.4840 16.2039 -5.6987
O 17.9770 15.1213 -3.5776
N 15.6199 16.2920 -3.9426
S 15.2699 14.7879 -4.0399
O 15.7565 14.0381 -5.2052
O 15.4476 14.0456 -2.7657
C 13.3602 15.0018 -4.3678
F 12.8620 15.8570 -3.4682
F 13.1531 15.4027 -5.6730
F 12.7780 13.8529 -4.1073
C 23.3248 14.3444 -1.0338
O 22.0439 14.0188 -0.3830
C 21.6244 14.6212 0.8504
C 20.3851 13.8875 1.3404
O 20.6360 12.5683 1.7721
C 19.5517 11.9147 2.3325
C 18.4891 11.4562 1.3954
O 18.9562 10.5606 0.4378
C 18.1020 9.7191 -0.2966
H 23.7299 13.5722 -1.6877
H 24.1837 14.5019 -0.3814
H 23.2671 15.3360 -1.4826
H 21.3404 15.6459 0.6107
H 22.5156 14.5721 1.4761
H 19.6416 13.9055 0.5436
H 19.9580 14.5736 2.0718
H 19.0887 12.6111 3.0316
H 19.9739 11.0351 2.8186
H 18.0501 12.3043 0.8700
H 17.7285 10.9895 2.0214
H 17.4276 10.3357 -0.8908
H 17.4142 9.1167 0.2968
H 18.6705 9.0572 -0.9499
C 21.5641 20.0938 -8.2993
O 20.3779 19.7521 -8.9547
C 19.5877 20.8298 -9.2619
C 18.3472 20.2418 -9.9872
O 18.6191 19.5611 -11.2365
C 17.5700 19.2394 -12.1433
C 16.5321 18.3062 -11.4929
O 17.0592 16.9532 -11.3503
C 16.3456 16.0942 -10.4848
H 21.4845 20.6531 -7.3671
H 22.0087 20.8308 -8.9681
H 22.2051 19.2296 -8.1255
H 20.1226 21.5232 -9.9107
H 19.1370 21.3559 -8.4203
H 17.6904 21.0819 -10.2132
H 17.6899 19.5960 -9.4049
H 18.0014 18.6723 -12.9681
H 17.0592 20.1090 -12.5568
H 15.7110 18.1782 -12.1984
H 16.0635 18.8116 -10.6485
H 16.7164 15.0910 -10.6949
H 15.2923 16.2496 -10.7183
H 16.4710 16.4155 -9.4508
C 8.7404 9.9364 -13.4598
O 9.0513 9.2592 -12.2623
C 8.5081 9.6662 -11.0196
C 9.7394 10.0864 -10.1087
O 10.4760 8.9401 -9.6936
C 11.5979 9.2187 -8.8495
C 12.2063 7.9137 -8.1331
O 12.8993 7.0800 -9.0772
C 13.7406 6.1272 -8.5437
H 9.2268 10.9040 -13.5830
H 7.6769 10.1588 -13.5474
H 9.1466 9.2964 -14.2430
H 7.9189 8.8617 -10.5794
H 7.8424 10.5285 -11.0542
H 9.3486 10.5800 -9.2189
H 10.4504 10.8183 -10.4921
H 11.2599 9.9418 -8.1072
H 12.2877 9.6793 -9.5567
H 11.4267 7.3414 -7.6303
H 12.8715 8.2773 -7.3499
H 14.1053 6.3698 -7.5456
H 14.5908 5.8800 -9.1794
H 13.0642 5.2777 -8.4483
C 6.4071 13.5098 0.7375
O 5.7024 13.9618 1.8342
C 5.0764 12.9209 2.6146
C 4.0600 13.5513 3.6071
O 3.2624 14.5266 2.9269
C 1.9552 14.6297 3.4443
C 1.1494 15.6353 2.6175
O 1.8898 16.8070 2.4330
C 1.2426 17.7303 1.5726
H 5.9296 12.6306 0.3050
H 7.4129 13.2025 1.0240
H 6.3966 14.3290 0.0185
H 5.8770 12.3488 3.0833
H 4.4731 12.2173 2.0408
H 4.5951 13.9653 4.4617
H 3.5517 12.6778 4.0156
H 2.0605 14.8955 4.4962
H 1.5158 13.6327 3.4141
H 0.1826 15.8308 3.0812
H 0.9006 15.1851 1.6565
H 1.2850 17.3335 0.5583
H 1.8966 18.6000 1.5099
H 0.2076 17.9238 1.8542
C 6.4651 18.3106 -2.4579
O 6.8224 19.0787 -1.3350
C 6.6230 20.4404 -1.6101
C 7.0978 21.3593 -0.4171
O 6.3134 21.1270 0.8017
C 6.6421 21.9320 1.8819
C 5.9023 21.4991 3.1451
O 6.0747 20.0686 3.4616
C 5.5260 19.7591 4.6742
H 6.2290 17.2797 -2.1941
H 7.2803 18.3631 -3.1796
H 5.5528 18.6486 -2.9494
H 5.5984 20.8047 -1.6852
H 7.0646 20.6817 -2.5770
H 7.1473 22.4214 -0.6569
H 8.1595 21.1503 -0.2855
H 6.4971 22.9869 1.6491
H 7.6888 21.8277 2.1677
H 4.8430 21.7522 3.1903
H 6.3542 22.0505 3.9696
H 5.6107 18.7068 4.9456
H 4.4542 19.9466 4.6100
H 6.0417 20.3747 5.4112
```

Properties
Strongest force on any atom, eV/Å: 5.43
Calculated total energy, Eh: -5340.3153
HOMO energy, eV: -10.1
Molecular weight, Da: 1029.218
Orbital gap, eV: 6.5
Charge: +1